Density functional theory data (ωB97M-V with the def2-TZVPD basis set) for C19H27N3O3S in the gas phase.

- Electronic energy: -1528.42980 Eh
- SMILES: CCOC(=O)CSc1nc2ccccc2n1CC(=O)N(C(C)C)C(C)C
- Energy relative to the best compared isomer or geometry (same formula, charge and spin): 0.558 eV
- Largest force on an atom: 0.810 eV/Å

Geometry (Å):
C1 -5.76 -2.57 -0.01
C2 -4.64 -1.55 -0.08
O1 -3.39 -2.22 -0.28
C3 -2.41 -2.00 0.58
O2 -2.50 -1.31 1.57
C4 -1.14 -2.67 0.13
S1 -0.44 -1.64 -1.22
C5 -0.96 -0.05 -0.71
N1 -1.77 0.67 -1.42
C6 -1.91 1.85 -0.74
C7 -2.67 2.98 -1.04
C8 -2.61 4.03 -0.15
C9 -1.83 3.98 1.00
C10 -1.08 2.87 1.32
C11 -1.12 1.81 0.43
N2 -0.50 0.58 0.42
C12 0.35 0.06 1.45
C13 1.54 -0.79 0.96
O3 1.64 -1.93 1.38
N3 2.45 -0.22 0.15
C14 2.39 1.16 -0.32
C15 3.62 1.96 0.11
C16 2.16 1.23 -1.83
C17 3.58 -1.03 -0.32
C18 3.11 -2.24 -1.12
C19 4.49 -1.45 0.84
H1 -5.62 -3.22 0.85
H2 -6.72 -2.06 0.09
H3 -5.78 -3.18 -0.91
H4 -4.77 -0.88 -0.94
H5 -4.58 -0.95 0.83
H6 -0.41 -2.75 0.94
H7 -1.34 -3.64 -0.32
H8 -3.27 3.01 -1.93
H9 -3.19 4.93 -0.35
H10 -1.83 4.83 1.67
H11 -0.48 2.84 2.22
H12 -0.23 -0.60 2.11
H13 0.72 0.89 2.05
H14 1.53 1.64 0.16
H15 3.47 3.01 -0.13
H16 4.52 1.62 -0.41
H17 3.78 1.86 1.18
H18 3.03 0.86 -2.38
H19 1.30 0.64 -2.11
H20 1.99 2.26 -2.12
H21 4.16 -0.39 -1.00
H22 3.97 -2.75 -1.55
H23 2.44 -1.94 -1.92
H24 2.58 -2.94 -0.47
H25 3.94 -2.10 1.51
H26 5.35 -1.97 0.45
H27 4.83 -0.57 1.39